C21H43N2O4P | wB97M-V/def2-TZVPD

As for the HOMO energy (alpha / beta): -8.1 / -9.2 eV. The total energy comes out at -1577.65425 Eh. As for the expectation value of S²: 2.0082. For the orbital gap (alpha / beta), the calculation gives 8.718 / 9.681 eV.

```
! wB97M-V def2-TZVPD RIJCOSX def2/J DEFGRID3
* xyz 0 3
O -3.74 0.80 2.52
C -4.68 0.42 1.85
O -5.95 0.63 2.26
C -4.52 -0.38 0.58
C -4.40 -1.86 0.97
P -4.89 -2.94 -0.43
H -6.54 0.35 1.57
H -3.62 -0.04 0.08
H -5.36 -0.23 -0.08
H -4.98 -2.05 1.86
H -3.37 -2.07 1.24
H -6.25 -3.21 -0.15
H -4.35 -4.17 -0.01
C 0.98 1.89 -2.12
C 0.12 0.83 -2.84
C 0.33 0.90 -4.35
C -0.33 2.12 -5.00
C -1.81 2.20 -4.62
C -2.05 2.16 -3.11
N -1.33 1.00 -2.52
O -1.99 -0.10 -2.68
C -1.61 3.48 -2.46
C -3.53 2.01 -2.82
C 0.57 -0.53 -2.32
H 1.12 2.80 -2.70
H 0.55 2.15 -1.15
H 1.98 1.49 -1.92
H -0.08 -0.01 -4.81
H 1.40 0.90 -4.55
H 0.19 3.03 -4.71
H -0.24 2.04 -6.08
H -2.25 3.12 -5.02
H -2.34 1.36 -5.08
H -1.66 3.41 -1.37
H -2.28 4.28 -2.78
H -0.60 3.80 -2.74
H -3.96 1.14 -3.32
H -4.06 2.90 -3.19
H -3.72 1.92 -1.75
H 0.40 -0.61 -1.24
H 1.64 -0.64 -2.49
H 0.06 -1.36 -2.81
C 2.04 -1.40 4.66
C 1.92 -1.77 3.16
C 2.85 -2.93 2.82
C 4.33 -2.55 2.78
C 4.55 -1.35 1.86
C 3.66 -0.15 2.20
N 2.24 -0.60 2.29
O 1.71 -0.71 1.13
C 4.13 0.52 3.50
C 3.77 0.90 1.10
C 0.48 -2.17 2.92
H 3.04 -1.56 5.06
H 1.76 -0.36 4.83
H 1.36 -2.02 5.25
H 2.57 -3.34 1.84
H 2.69 -3.73 3.55
H 4.69 -2.33 3.79
H 4.91 -3.39 2.43
H 5.60 -1.03 1.90
H 4.36 -1.66 0.83
H 3.43 1.29 3.81
H 5.10 0.99 3.33
H 4.26 -0.17 4.33
H 3.55 0.49 0.12
H 4.79 1.28 1.08
H 3.10 1.73 1.29
H -0.20 -1.34 3.12
H 0.22 -2.99 3.58
H 0.31 -2.51 1.89
*
```

Per-atom Löwdin charges, elementary charge units: 0.105 -0.527 0.111 -0.198 -0.487 0.790 0.099 0.108 0.096 0.075 0.072 -0.123 -0.121 -0.024 -0.485 -0.132 -0.172 -0.133 -0.496 -0.098 -0.031 -0.030 -0.043 -0.041 0.065 0.091 0.076 0.125 0.125 0.101 0.112 0.124 0.125 0.093 0.087 0.058 0.081 0.087 0.081 0.082 0.088 0.079 -0.028 -0.488 -0.133 -0.171 -0.132 -0.496 -0.095 -0.031 -0.031 -0.044 -0.045 0.065 0.090 0.083 0.125 0.126 0.102 0.112 0.124 0.125 0.093 0.087 0.058 0.071 0.087 0.094 0.095 0.086 0.077

=====

CH4N3 | wB97M-V/def2-TZVPD

As for the HOMO energy: -16.6 eV. The total energy comes out at -204.34068 Eh. The structure (SMILES) is [NH3+]N1C=N1. For the orbital gap, the calculation gives 11.917 eV.

```
! wB97M-V def2-TZVPD RIJCOSX def2/J DEFGRID3
* xyz 1 1
N 1.00 0.35 0.12
N -0.21 -0.26 0.73
C -1.25 -0.52 -0.24
N -1.46 0.62 0.14
H 0.65 0.94 -0.71
H 1.40 -0.55 -0.24
H 1.49 0.87 0.85
H -1.62 -1.45 -0.65
*
```

Per-atom natural (NBO) charges, elementary charge units: -0.573 -0.161 0.169 -0.087 0.450 0.460 0.470 0.272

=====

C5H8O2 | wB97M-V/def2-TZVPD

As for the HOMO energy: -9.5 eV. The total energy comes out at -345.76125 Eh. The structure (SMILES) is O=C1CC(CO)C1. For the orbital gap, the calculation gives 10.281 eV.

```
! wB97M-V def2-TZVPD RIJCOSX def2/J DEFGRID3
* xyz 0 1
O -2.71 0.70 -1.54
C -1.75 0.45 -0.85
C -1.34 0.84 0.57
C 0.09 0.37 0.22
C 0.80 -0.58 1.16
O 1.83 -1.22 0.40
C -0.44 -0.30 -1.07
H -1.84 0.19 1.30
H -1.51 1.88 0.88
H 0.75 1.20 -0.04
H 0.06 -1.32 1.53
H 1.23 -0.05 2.03
H 2.30 -1.79 1.02
H -0.57 -1.38 -0.95
H 0.10 -0.11 -2.00
*
```

Per-atom natural (NBO) charges, elementary charge units: -0.513 0.616 -0.526 -0.233 -0.057 -0.719 -0.519 0.231 0.236 0.213 0.153 0.169 0.470 0.238 0.240

=====

C20H17FN7OSn | wB97M-V/def2-TZVPD

As for the HOMO energy (alpha / beta): -17.4 / -17.4 eV. The total energy comes out at -1544.02701 Eh. For the orbital gap (alpha / beta), the calculation gives 5.411 / 4.982 eV.

```
! wB97M-V def2-TZVPD RIJCOSX def2/J DEFGRID3
* xyz 3 1
Sn -1.29 -2.70 0.98
C -4.55 0.44 0.77
C -3.72 -0.60 0.35
N -2.40 -0.48 0.30
C -1.89 0.72 0.65
C -2.73 1.72 1.13
N -4.05 1.58 1.20
C -0.43 0.98 0.50
C 0.01 2.30 0.35
C 1.37 2.56 0.25
C 2.25 1.48 0.26
C 1.71 0.20 0.36
N 0.41 -0.05 0.48
C 2.60 -0.99 0.25
C 4.02 -0.93 0.42
N 4.69 -2.04 0.33
C 4.19 -3.22 0.13
C 2.76 -3.28 0.02
N 2.09 -2.18 0.10
C 1.85 3.97 0.10
C 1.29 4.80 -0.86
C 1.74 6.12 -0.99
N 2.68 6.43 -0.14
C 3.29 5.77 0.80
C 2.87 4.45 0.93
H -5.62 0.32 0.78
H -4.14 -1.56 0.06
H -2.33 2.65 1.50
H -0.70 3.11 0.32
H 3.31 1.65 0.13
H 4.51 -0.04 0.81
H 4.81 -4.07 -0.13
H 2.27 -4.20 -0.28
H 0.52 4.46 -1.54
H 1.38 6.84 -1.71
H 4.05 6.26 1.41
H 3.31 3.85 1.71
C -2.71 -4.41 -2.11
C -3.31 -4.50 -0.75
N -4.15 -5.46 -0.48
O -3.05 -3.64 0.16
H -3.15 -5.13 -2.80
H -1.63 -4.58 -2.02
H -2.85 -3.40 -2.49
H -4.41 -6.14 -1.17
H -4.56 -5.54 0.44
F -0.29 -3.53 -0.50
*
```

Per-atom natural (NBO) charges, elementary charge units: 1.573 0.044 0.021 -0.471 0.103 0.040 -0.305 0.216 -0.176 -0.012 -0.209 0.236 -0.413 0.188 0.065 -0.163 0.072 0.103 -0.235 0.033 -0.181 0.029 0.090 0.028 -0.184 0.242 0.236 0.212 0.246 0.237 0.265 0.292 0.289 0.275 0.308 0.307 0.271 -0.719 0.740 -0.708 -0.838 0.249 0.284 0.256 0.434 0.432 -0.801

=====

C4H13N2S | wB97M-V/def2-TZVPD

As for the HOMO energy: -13.0 eV. The total energy comes out at -667.57323 Eh. For the orbital gap, the calculation gives 8.387 eV.

```
! wB97M-V def2-TZVPD RIJCOSX def2/J DEFGRID3
* xyz 1 1
C 1.25 -0.55 1.15
C 1.06 -1.55 -0.01
S 0.52 -0.71 -1.48
N 1.45 -1.34 2.40
H 2.16 0.02 0.90
H 0.40 0.14 1.24
H 2.07 -2.08 -0.19
H 0.24 -2.22 0.41
H 0.72 -1.74 -2.30
H 2.38 -1.77 2.45
H 1.51 -0.66 3.20
C -2.14 1.64 0.04
C -1.05 0.94 -2.02
N -1.08 1.62 -0.93
H -2.50 2.65 0.23
H -1.73 1.22 0.98
H -2.95 0.98 -0.27
H -1.72 0.07 -2.28
H -0.45 1.31 -2.84
H -0.13 2.03 -0.69
*
```

Per-atom natural (NBO) charges, elementary charge units: -0.224 -0.548 0.041 -0.829 0.182 0.173 0.258 0.251 0.178 0.369 0.371 -0.430 0.061 -0.491 0.250 0.222 0.235 0.261 0.239 0.433

=====

C6H18NO | wB97M-V/def2-TZVPD

As for the HOMO energy: -14.4 eV. The total energy comes out at -369.13700 Eh. For the orbital gap, the calculation gives 11.242 eV.

```
! wB97M-V def2-TZVPD RIJCOSX def2/J DEFGRID3
* xyz 1 1
C -0.27 -1.57 -2.61
C -0.59 -1.71 -1.14
C -1.33 -0.47 -0.58
C -1.47 -0.47 0.97
C -1.31 0.82 1.68
C 0.10 1.31 2.04
N 1.11 0.75 1.08
H 0.78 -1.21 -2.70
H -0.17 -2.46 -3.24
H -0.79 -0.79 -3.14
H 0.30 -1.77 -0.50
H -1.29 -2.54 -0.96
H -0.95 0.45 -1.08
H -2.33 -0.48 -1.03
H -2.48 -0.85 1.13
H -0.85 -1.31 1.36
H -1.77 1.58 1.01
H -1.97 1.06 2.53
H 0.27 0.97 3.06
H 0.11 2.40 2.09
H 1.92 0.44 1.60
H 0.79 0.01 0.45
H 1.47 1.48 0.46
H 2.88 1.05 -1.97
H 3.68 1.18 -0.77
O 2.76 1.00 -1.01
*
```

Per-atom natural (NBO) charges, elementary charge units: -0.630 -0.393 -0.427 -0.455 -0.431 -0.239 -0.687 0.199 0.240 0.218 0.167 0.224 0.195 0.232 0.258 0.203 0.220 0.253 0.230 0.240 0.440 0.461 0.469 0.501 0.488 -0.977